(1)
Entry from the OMol25 dataset: 4 unconnected molecules or ions with the total composition C15H24BrO10S in a non-equilibrium geometry (ωB97M-V/def2-TZVPD).

```
51
Properties=species:S:1:pos:R:3:forces:R:3:mulliken_charge:R:1
C 4.447457 -0.989093 2.034084 -0.437 0.742 -0.608 -0.668
C 4.423299 0.414229 2.163460 -0.007 -0.807 0.179 -0.273
C 3.221890 1.328320 1.840872 2.356 -0.741 -1.235 -0.330
S 1.592628 0.630223 2.262376 -1.026 -0.263 -0.123 0.665
O 1.464101 -0.909291 1.749565 0.891 1.477 0.776 -0.309
Br 1.537808 0.474007 4.483858 0.461 -0.145 -1.262 -0.050
H 4.473495 -1.495847 1.046697 -2.031 0.300 0.492 0.285
H 4.383012 -1.663337 2.906344 2.217 0.360 -0.238 0.292
H 5.359423 0.912298 2.483340 -1.234 -0.131 1.764 0.368
H 3.324876 2.241343 2.466279 -0.412 -0.561 -0.175 0.428
H 3.218616 1.679159 0.783733 -0.867 -0.373 0.364 0.208
H 0.735671 -0.944674 1.090671 0.099 0.177 -0.319 0.401
C 3.004398 2.424963 -3.467247 0.426 -0.328 0.114 -1.375
C 1.914802 1.375690 -3.397945 0.488 0.748 -0.420 0.508
C 0.524761 1.945266 -3.324228 -0.161 0.229 -0.386 -0.538
O -0.182751 0.914549 -2.624047 0.195 -0.322 0.483 -0.293
C 0.714206 0.284809 -1.841440 0.053 0.394 -0.581 0.549
O 0.424391 -0.476861 -0.965735 -0.027 -0.139 0.639 -0.592
O 1.980543 0.622400 -2.171786 -0.492 -0.323 0.341 -0.300
H 2.741394 3.223250 -4.161701 -0.074 -0.055 0.014 0.373
H 3.199679 2.855482 -2.483806 -0.216 0.084 -0.029 0.310
H 3.939460 1.979307 -3.808753 -0.037 0.056 -0.010 0.357
H 2.012298 0.673327 -4.230084 -0.107 -0.048 0.098 0.272
H 0.092067 2.117467 -4.307809 -0.156 -0.160 0.118 0.347
H 0.465821 2.868401 -2.741133 0.087 -0.053 0.014 0.328
C -0.068461 -3.831753 -1.626793 0.384 -0.327 -0.114 -1.145
C -1.109305 -3.868310 -2.726322 0.478 0.110 0.560 0.537
C -2.410389 -3.208536 -2.354048 -0.178 0.384 -0.094 -0.423
O -3.348510 -3.910255 -3.166851 0.129 -0.085 0.112 -0.344
C -2.837873 -5.154018 -3.375719 -0.131 -0.254 -0.155 0.585
O -3.447985 -6.064524 -3.820334 -0.026 -0.045 -0.040 -0.496
O -1.530022 -5.207729 -3.002334 -0.214 0.188 -0.103 -0.365
H -0.028269 -2.851427 -1.151483 -0.082 0.019 -0.103 0.102
H -0.267615 -4.591173 -0.869013 -0.196 0.071 -0.024 0.410
H 0.921035 -4.046324 -2.034483 -0.021 0.011 0.046 0.346
H -0.701029 -3.444872 -3.649422 -0.119 0.021 -0.009 0.231
H -2.417385 -2.143011 -2.582296 -0.163 -0.078 -0.096 0.270
H -2.680249 -3.351477 -1.303078 0.138 -0.057 0.006 0.316
C -4.373529 1.482089 4.142216 -0.345 -0.082 -0.345 -1.416
C -3.159853 1.801558 3.294581 -0.581 -0.250 0.529 0.550
C -1.982339 2.307863 4.084530 0.230 -0.103 0.184 -0.275
O -1.298125 3.115428 3.125426 0.036 -0.023 -0.008 -0.312
C -2.239380 3.573490 2.253143 -0.306 0.142 -0.271 0.599
O -2.055943 4.437715 1.465156 0.142 0.013 -0.093 -0.521
O -3.409392 2.902523 2.410416 0.502 0.062 0.007 -0.340
H -4.093797 0.942404 5.048406 0.070 0.023 -0.041 0.369
H -4.910194 2.390699 4.416765 0.192 0.049 0.082 0.361
H -5.072787 0.858492 3.584017 0.018 0.019 0.056 0.359
H -2.885036 0.934778 2.683850 0.090 0.065 -0.001 0.183
H -1.336355 1.505846 4.435607 0.078 0.061 -0.051 0.152
H -2.270555 2.935138 4.932498 -0.115 -0.053 -0.045 0.305
```
Positions in Å, forces in eV/Å.

Summary:
Kohn-Sham gap in eV: 6.23
Spin multiplicity: 1
Strongest force on any atom in eV Å⁻¹: 2.8
Molar mass in g/mol: 476.32
Lowest unoccupied orbital energy in eV: -5.64
Charge: +1
E_tot in eV: -117286.1208



(2)
Entry from the OMol25 dataset: a gas-phase ion, C2H4N3 (charge +1) in a non-equilibrium geometry (ωB97M-V/def2-TZVPD).

```
9
Properties=species:S:1:pos:R:3:forces:R:3:mulliken_charge:R:1
N 2.215966 0.050652 0.185202 -1.602 -0.317 -0.325 -0.006
C 1.112408 -0.165141 -0.082567 4.172 -0.177 0.864 0.418
N -0.047801 -0.348200 -0.558149 -0.530 -0.893 -2.137 -0.215
C -1.264936 -0.460716 0.194882 -0.903 -0.346 0.874 0.015
N -0.706370 0.824453 -0.036846 -1.808 2.110 1.076 -0.337
H 3.166835 0.358553 0.247476 0.228 -0.039 0.142 0.341
H -2.106240 -0.808631 -0.401040 0.253 0.099 -0.057 0.263
H -1.216416 -0.844465 1.210092 0.102 0.100 -0.103 0.247
H -1.153450 1.393491 -0.759054 0.088 -0.537 -0.334 0.273
```
Positions in Å, forces in eV/Å.

Summary:
Kohn-Sham gap in eV: 11.95
Spin multiplicity: 1
Relative energy (zero: lowest compared OMol25 entry of this formula, charge and spin) in eV: 3.3951
Strongest force on any atom in eV Å⁻¹: 4.3
Molar mass in g/mol: 70.08
Lowest unoccupied orbital energy in eV: -4.37
Charge: +1
E_tot in eV: -6598.0711
Structure (SMILES): N=C=[N+]1CN1



(3)
Entry from the OMol25 dataset: a molecular structure, C2H4I2NOP in a non-equilibrium geometry (ωB97M-V/def2-TZVPD).

```
11
Properties=species:S:1:pos:R:3:forces:R:3:mulliken_charge:R:1
C -0.544371 0.765001 -0.998803 -1.908 -1.717 -0.628 0.613
C -0.612867 1.925718 -1.664611 0.513 -0.415 -0.563 -0.401
N -1.198266 -0.468100 -1.346487 1.829 1.734 1.253 -0.435
O -0.036404 0.620852 0.251673 0.509 0.026 0.045 -0.424
P 1.553034 1.071210 0.743831 0.235 -2.272 -0.848 -0.032
I -1.183252 1.898720 -3.682216 0.002 0.168 0.479 0.043
I 0.345026 3.536318 -0.825607 -0.254 0.964 -0.304 0.062
H -1.822937 -0.680362 -2.130532 0.778 0.375 0.838 0.186
H -0.879247 -1.079372 -0.596294 -0.961 -0.668 -0.965 0.247
H 1.084252 1.623625 1.902333 -0.121 0.278 1.065 0.079
H 1.913050 -0.298497 1.316524 -0.623 1.528 -0.372 0.063
```
Positions in Å, forces in eV/Å.

Summary:
Kohn-Sham gap in eV: 8.10
Spin multiplicity: 1
Relative energy (zero: lowest compared OMol25 entry of this formula, charge and spin) in eV: 0.7940
Strongest force on any atom in eV Å⁻¹: 2.8
Molar mass in g/mol: 342.84
Lowest unoccupied orbital energy in eV: 0.10
Charge: 0
E_tot in eV: -31164.7091